This record from OMol25 describes C18H24N4O4S in the gas phase at a distorted geometry. The level of theory is ωB97M-V with the def2-TZVPD basis set.

```
51
Properties=species:S:1:pos:R:3:forces:R:3
S 1.86522 -1.27508 -1.51636 -0.4760 0.0533 -0.1009
O -6.15768 -1.06204 1.29151 0.0302 -0.1896 0.0262
O -5.60119 -0.40256 -0.78117 0.1590 0.2935 -0.1843
O 1.90400 1.86688 3.02977 0.4018 0.2431 0.5156
O -2.03095 -0.39223 -0.54997 -0.0757 -0.0335 -0.0916
N 4.43473 -1.56694 -1.61168 -0.1385 -0.4339 -0.1681
N -0.05774 0.98318 2.16036 -0.1589 -0.0646 0.1659
N 3.70330 0.54152 -0.84494 0.0259 0.0784 -0.1196
N 1.65079 1.17354 0.82672 -0.1591 0.0178 0.0422
C 3.49724 -0.68631 -1.29891 -0.0222 0.3391 0.0945
C -4.28640 1.80752 0.73792 -0.0485 0.0575 0.1514
C -4.48012 -2.57877 -0.87540 -0.1827 0.3008 -0.0243
C -5.68799 -1.74251 -1.27190 -0.0147 -0.6070 -0.0073
C -5.84296 -0.19906 0.51138 -0.2995 0.3854 0.2925
C -0.45071 0.48864 0.91778 0.6164 0.0339 -0.8419
C 6.74689 -2.18945 -1.82491 0.0307 -0.0332 -0.0079
C 5.69652 -1.19258 -1.47007 0.0532 0.3263 0.1420
C 5.17107 2.30666 -0.13552 0.0863 -0.0031 -0.0207
C -2.78818 -0.03082 1.69640 -0.1234 0.0383 -0.1464
C 1.25009 1.39743 2.12965 -0.0396 0.0767 0.0357
C 4.96973 0.93505 -0.68899 0.3958 -0.2191 -0.1662
C 6.01767 0.08558 -1.00671 -0.2692 -0.0140 0.0053
C -5.71853 1.27074 0.85607 0.1287 -0.1016 -0.1058
C 0.83797 0.24633 -1.31624 0.4155 -0.4994 -0.1827
C 0.64455 0.61572 0.09752 -0.7589 -0.0657 0.3248
C -1.76521 -0.02269 0.58129 -0.0743 -0.0583 0.2400
C -3.37554 1.37549 1.88977 -0.0073 0.0144 -0.1307
H -3.56478 -2.03387 -1.09507 0.0300 -0.0394 -0.0216
H -5.74746 -1.63044 -2.35619 -0.0392 -0.0024 0.1391
H -2.32469 -0.37279 2.62326 -0.0034 -0.0772 0.0314
H 4.88786 2.32109 0.91748 -0.0012 0.0290 0.0734
H -6.09737 1.41746 1.86845 -0.0336 -0.0482 -0.0730
H 6.20985 2.61094 -0.22343 0.0498 0.0784 0.0408
H -4.34048 2.89835 0.73031 0.0120 -0.0350 -0.0602
H -2.55878 2.09635 1.97962 -0.0215 0.0214 0.0910
H 7.36817 -1.80516 -2.63222 0.0821 -0.0111 -0.0430
H 7.04359 0.39343 -0.88876 0.1177 0.0484 0.0183
H -0.11787 -0.00692 -1.77157 0.1135 0.0700 0.0129
H 7.38872 -2.37803 -0.96615 0.0848 -0.0337 0.0249
H -3.58624 -0.72404 1.43632 0.1215 -0.1274 0.0357
H -3.86043 1.48592 -0.21355 0.0152 0.1073 -0.0711
H 6.27677 -3.11620 -2.13897 0.0237 -0.0340 -0.0125
H 4.53575 3.01930 -0.65767 -0.0119 0.0370 -0.0281
H 2.58718 1.26726 0.43102 -0.2084 0.0011 0.1901
H -6.61012 -2.19686 -0.89261 0.0960 0.1031 -0.1312
H 1.34728 1.03625 -1.86622 -0.1222 0.0452 -0.0310
H -3.94198 1.39489 2.82327 0.0549 0.0596 0.0451
H -6.35359 1.81631 0.15585 -0.0381 -0.0091 0.0314
H -4.51332 -2.80510 0.18760 0.0309 -0.0407 0.0559
H -4.48580 -3.51178 -1.43140 -0.0174 -0.1398 -0.0633
H -0.62600 1.01448 2.98839 0.1695 0.0621 0.0070
```
Forces are in eV/Å.

- SMILES: CCOC(=O)CCCCC(=O)c1[nH]c(=O)[nH]c1CSc1nc(C)cc(C)n1
- M: 392.48 g/mol
- Gap between HOMO and LUMO: 8.4 eV
- ΔE to the lowest compared entry with this formula, charge and spin: 19.8 kcal per mole
- Total charge: 0
- E_HOMO: -8.032 eV